{"formula": "H4NOPS2", "method": "wB97M-V/def2-TZVPD", "elements": ["N", "P", "O", "S", "S", "H", "H", "H", "H"], "positions_angstrom": [[-0.164, 1.385, -0.359], [0.144, -0.204, -0.133], [-1.018, -1.023, -0.273], [1.195, -1.230, -1.656], [1.070, -0.250, 1.718], [-1.060, 1.468, -0.876], [0.502, 2.035, 0.173], [-0.022, -1.838, -1.371], [2.087, -1.165, 1.382]], "gap_ha": 0.3713, "smiles": "NP(=O)(S)S", "e_above_lowest_ev": 1.208, "e_homo_ev": -9.62, "charge": 0, "energy_ev": -34562.5820, "lumo_ev": 0.482}